Run P
ORCA calculation (ωB97M-V/def2-TZVPD) on 2 unconnected molecules or ions with the total composition C4H12IN2.

Results
net charge = +1
orbital gap = 10.31 eV
HOMO = -13.4 eV
M = 215.06 Da

Positions of all 19 atoms, in Å:
C  2.0772  0.2920  -1.0908
C  0.8509  1.1086  0.9336
C  -2.6449  -0.1498  0.2339
C  0.7118  0.4160  -0.3703
N  -2.1659  -1.1977  0.7700
N  0.3558  -0.9898  -0.0693
I  -4.7211  0.1205  -0.1661
H  2.1688  -0.5547  -1.7585
H  2.9354  0.2210  -0.3741
H  2.2716  1.1780  -1.6483
H  -0.2023  1.5082  1.1053
H  1.4096  2.0973  0.8567
H  1.1140  0.4227  1.7306
H  -0.0104  0.9336  -1.0322
H  -0.4476  -1.0324  0.6923
H  -2.9077  -1.8955  0.9320
H  -1.8936  0.5762  -0.0670
H  1.1382  -1.6414  0.1671
H  -0.0399  -1.4126  -0.8448

Charges in e, computed with Mulliken, in the same order as the atoms: atom 1 (C): -1.55, atom 2 (C): -1.16, atom 3 (C): -0.16, atom 4 (C): 0.31, atom 5 (N): -0.55, atom 6 (N): -0.38, atom 7 (I): 0.17, atom 8 (H): 0.45, atom 9 (H): 0.36, atom 10 (H): 0.41, atom 11 (H): 0.34, atom 12 (H): 0.39, atom 13 (H): 0.37, atom 14 (H): 0.35, atom 15 (H): 0.47, atom 16 (H): 0.22, atom 17 (H): 0.28, atom 18 (H): 0.35, atom 19 (H): 0.33


Run Q
ORCA calculation (ωB97M-V/def2-TZVPD) on a molecular structure, C4H12IN2.

Results
net charge = +1
orbital gap = 8.96 eV
HOMO = -12.7 eV
M = 215.06 Da

Positions of all 19 atoms, in Å:
C  1.2970  -0.6572  -0.8049
C  0.2804  1.4308  -1.2744
C  0.1178  0.1653  1.3626
C  0.0737  0.1683  -0.5779
N  -1.1062  -0.5487  -0.7689
N  -0.7430  -0.8167  1.9572
I  -2.7780  0.6939  -0.9792
H  1.9812  -0.3035  -0.1532
H  1.1334  -1.8310  -0.7386
H  1.7240  -0.6113  -1.8327
H  -0.4925  2.2619  -0.9737
H  1.2585  1.9765  -1.0068
H  0.2535  1.1589  -2.2723
H  -0.3048  1.2371  1.7061
H  1.1108  0.0475  1.6066
H  -1.0181  -1.2505  -1.6087
H  -1.8019  -0.5996  1.8082
H  -0.5808  -0.8382  2.9607
H  -0.4050  -1.6834  1.5899

Charges in e, computed with Mulliken, in the same order as the atoms: atom 1 (C): -1.65, atom 2 (C): -1.69, atom 3 (C): -1.10, atom 4 (C): 1.50, atom 5 (N): -0.81, atom 6 (N): -0.14, atom 7 (I): 0.17, atom 8 (H): 0.49, atom 9 (H): 0.34, atom 10 (H): 0.42, atom 11 (H): 0.48, atom 12 (H): 0.34, atom 13 (H): 0.47, atom 14 (H): 0.33, atom 15 (H): 0.48, atom 16 (H): 0.34, atom 17 (H): 0.35, atom 18 (H): 0.38, atom 19 (H): 0.32


Of them, run Q has the lowest stability.